Below is an isolated molecule of C13H18N2O4 at a distorted geometry, with properties calculated with ωB97M-V/def2-TZVPD.

Its spin multiplicity is 1. The charge is 0. The HOMO energy is -8.667 eV. As for the SMILES: C[C@H](O)COC(=O)NCCC(=O)Nc1ccccc1. As for the energy above the lowest of the compared OMol25 structures with the same formula, charge and spin: 51.4 kcal/mol.

Each line ends with the Mulliken charge.
Element x y z (Å)
C1 1.25 -2.12 0.29  -1.4959
C2 2.24 -2.16 -0.88  0.6862
O1 3.55 -2.45 -0.34  -0.5843
C3 2.36 -0.86 -1.68  -0.7901
O2 2.30 0.33 -0.88  -0.2734
C4 1.61 1.33 -1.48  0.4226
O3 1.84 1.61 -2.64  -0.6462
N1 0.58 2.01 -0.81  0.0039
C5 0.86 2.38 0.60  -1.2997
C6 0.81 1.17 1.58  1.0707
C7 -0.47 1.18 2.44  -0.2061
O4 -0.69 2.06 3.25  -0.4980
N2 -1.39 0.06 2.28  -0.3771
C8 -2.08 0.06 1.04  0.3454
C9 -2.34 1.17 0.29  -0.0462
C10 -3.06 1.11 -0.89  -0.8761
C11 -3.54 -0.09 -1.34  -0.5120
C12 -3.26 -1.23 -0.59  -0.5287
C13 -2.55 -1.17 0.57  -0.3190
H1 1.64 -1.51 1.11  0.4451
H2 0.27 -1.70 0.02  0.2884
H3 1.12 -3.14 0.67  0.4027
H4 1.98 -3.00 -1.53  0.2902
H5 3.45 -2.45 0.62  0.3333
H6 3.34 -0.89 -2.16  0.3024
H7 1.62 -0.88 -2.49  0.4315
H8 0.51 2.89 -1.31  0.2984
H9 1.78 2.96 0.74  0.3442
H10 0.04 3.03 0.91  0.6097
H11 0.76 0.27 0.96  -0.8208
H12 1.71 1.16 2.20  0.5344
H13 -0.85 -0.80 2.38  0.4025
H14 -1.98 2.14 0.61  0.5043
H15 -3.25 2.01 -1.46  0.3713
H16 -4.13 -0.19 -2.24  0.3995
H17 -3.64 -2.18 -0.96  0.3613
H18 -2.35 -2.09 1.12  0.4257


Below is the ion C5H12NOS with charge -1 at a distorted geometry, with properties calculated with ωB97M-V/def2-TZVPD.

Its spin multiplicity is 1. The charge is -1. The HOMO energy is -2.689 eV. As for the SMILES: CCN[C@H](CO)C[S-]. As for the energy above the lowest of the compared OMol25 structures with the same formula, charge and spin: 40.3 kcal/mol.

Each line ends with the Mulliken charge.
Element x y z (Å)
C1 -0.63 -0.98 -2.19  -1.0406
C2 0.07 -1.59 -0.92  -0.8052
N1 0.89 -0.85 -0.01  -0.3125
C3 0.35 0.13 0.98  0.4149
C4 -0.95 0.85 0.54  -0.3966
O1 -1.90 0.87 1.58  -0.5859
C5 1.44 1.12 1.34  -0.8920
S1 0.74 2.52 2.44  -0.6824
H1 0.02 -0.25 -2.68  0.2374
H2 -0.48 -1.78 -2.93  0.3900
H3 -1.68 -0.71 -2.13  0.3675
H4 -0.68 -2.28 -0.52  0.3073
H5 0.76 -2.32 -1.38  0.4559
H6 1.56 -0.34 -0.58  0.3001
H7 0.13 -0.42 1.90  0.0301
H8 -1.39 0.34 -0.30  -0.0166
H9 -0.74 1.88 0.24  0.2799
H10 -1.56 1.49 2.22  0.3213
H11 2.25 0.72 1.94  0.2993
H12 1.80 1.62 0.45  0.3281


Below is an isolated molecule of C3H3FS at a distorted geometry, with properties calculated with ωB97M-V/def2-TZVPD.

Its spin multiplicity is 1. The charge is 0. The HOMO energy is -8.769 eV. As for the SMILES: F/C=C/C=S. As for the energy above the lowest of the compared OMol25 structures with the same formula, charge and spin: 28.2 kcal/mol.

Each line ends with the Mulliken charge.
Element x y z (Å)
F1 -0.33 1.13 2.12  -0.2130
C1 -0.05 0.87 0.83  -0.1139
C2 -0.51 -0.28 0.24  -0.1730
C3 0.25 -0.68 -1.02  -0.1046
S1 0.59 0.52 -2.01  -0.2778
H1 0.46 1.57 0.31  0.3631
H2 -1.01 -1.22 0.61  0.2808
H3 0.59 -1.90 -1.10  0.2384


Below is an isolated molecule of ClH2NO2S at a distorted geometry, with properties calculated with ωB97M-V/def2-TZVPD.

Its spin multiplicity is 1. The charge is 0. The HOMO energy is -10.748 eV. As for the energy above the lowest of the compared OMol25 structures with the same formula, charge and spin: 44.0 kcal/mol.

Each line ends with the Mulliken charge.
Element x y z (Å)
N1 -0.71 0.13 -1.29  -0.3356
O1 0.27 -1.24 0.97  -0.4567
O2 0.76 0.57 -0.60  -0.3051
S1 1.13 -0.11 0.81  0.6956
Cl1 0.36 1.36 2.14  -0.1968
H1 -1.31 0.12 -0.47  0.2947
H2 -0.50 -0.83 -1.56  0.3040


Below is the ion C15H24NO2 with charge +1 at a distorted geometry, with properties calculated with ωB97M-V/def2-TZVPD.

Its spin multiplicity is 1. The charge is +1. The HOMO energy is -11.656 eV. As for the SMILES: CCc1ccc(OC[C@@H](O)C[NH+]2CCCC2)cc1. As for the energy above the lowest of the compared OMol25 structures with the same formula, charge and spin: 11.1 kcal/mol.

Each line ends with the Mulliken charge.
Element x y z (Å)
C1 -5.15 -0.90 -0.36  -1.3920
C2 -4.55 0.49 -0.50  -0.1652
C3 -3.14 0.63 -0.01  0.4239
C4 -2.55 -0.27 0.86  -0.3295
C5 -1.25 -0.09 1.30  -0.5313
C6 -0.51 1.01 0.87  0.8473
O1 0.79 1.08 1.37  -0.6584
C7 1.64 2.14 0.99  -0.9284
C8 2.32 1.89 -0.37  0.5687
O2 3.25 2.89 -0.67  -0.5503
C9 3.15 0.59 -0.34  -1.1896
N1 2.33 -0.59 0.00  0.1600
C10 1.49 -1.12 -1.09  -0.6845
C11 1.00 -2.47 -0.56  -0.4527
C12 2.06 -2.89 0.47  -0.6850
C13 3.10 -1.77 0.45  -0.6098
C14 -1.08 1.92 -0.01  -0.5037
C15 -2.39 1.72 -0.43  -1.2749
H1 -6.13 -0.93 -0.83  0.3754
H2 -4.52 -1.65 -0.84  0.3719
H3 -5.28 -1.17 0.68  0.3191
H4 -4.59 0.79 -1.55  0.3769
H5 -5.17 1.20 0.05  0.2749
H6 -3.10 -1.12 1.22  0.3029
H7 -0.80 -0.77 2.00  0.5576
H8 2.41 2.19 1.77  0.3401
H9 1.11 3.09 0.99  0.5331
H10 1.55 1.82 -1.16  0.2597
H11 2.83 3.75 -0.76  0.3805
H12 3.63 0.45 -1.31  0.3567
H13 3.93 0.72 0.41  0.3989
H14 1.69 -0.27 0.76  0.3657
H15 0.67 -0.44 -1.33  0.3206
H16 2.11 -1.25 -1.98  0.5335
H17 0.89 -3.19 -1.36  0.4090
H18 0.02 -2.35 -0.08  0.1486
H19 2.52 -3.85 0.22  0.3479
H20 1.62 -2.99 1.46  0.2988
H21 3.55 -1.58 1.43  0.4591
H22 3.89 -1.97 -0.27  0.4249
H23 -0.55 2.79 -0.36  0.3982
H24 -2.82 2.44 -1.11  0.4013


Below is a structure of composition C11H15ClO3 at a distorted geometry, with properties calculated with ωB97M-V/def2-TZVPD.

Its spin multiplicity is 1. The charge is 0. The HOMO energy (alpha / beta) is -7.451 / -8.071 eV. As for the energy above the lowest of the compared OMol25 structures with the same formula, charge and spin: 162.3 kcal/mol.

Each line ends with the Mulliken charge.
Element x y z (Å)
C1 0.39 0.34 -2.11  -0.1976
C2 -0.81 -0.32 -1.91  0.5187
C3 1.53 0.70 -1.93  0.6345
C4 -2.19 0.39 -2.19  0.6152
C5 0.38 -0.48 3.77  0.7936
C6 -0.97 -1.80 -1.92  -1.4309
C7 2.83 1.10 -2.11  -1.4619
C8 -2.24 1.80 -2.71  -1.1887
C9 -0.31 -1.43 4.78  -0.9468
C10 1.40 -0.28 1.57  -0.4560
C11 0.49 0.76 0.97  -0.1479
O1 -3.20 -0.27 -2.14  -0.6077
O2 0.59 0.69 4.09  -0.5630
O3 0.68 -1.07 2.61  -0.3769
Cl1 -0.93 0.20 0.35  -0.0038
H1 -0.17 -2.26 -1.39  0.3791
H2 -1.91 -2.09 -1.53  0.3749
H3 -0.98 -2.02 -2.94  0.4188
H4 3.20 1.89 -1.27  0.2908
H5 2.92 1.75 -2.99  0.3237
H6 3.69 0.38 -1.98  0.2970
H7 -2.32 1.93 -3.83  0.2617
H8 -1.69 2.48 -2.11  0.3463
H9 -3.29 2.00 -2.34  0.3844
H10 -1.30 -1.94 4.39  0.2493
H11 -0.54 -0.98 5.82  0.2743
H12 0.28 -2.39 4.80  0.2730
H13 2.23 0.16 2.13  0.3454
H14 1.66 -1.11 0.95  0.2833
H15 0.59 1.86 1.16  0.3172


Below is a structure of composition C36H46CoN4O7P2 at a distorted geometry, with properties calculated with ωB97M-V/def2-TZVPD.

Its spin multiplicity is 4. The charge is -2. The HOMO energy (alpha / beta) is 0.245 / -1.440 eV. As for the expectation value of S²: 3.836.

Each line ends with the Mulliken charge.
Element x y z (Å)
Co1 0.15 0.13 -0.03  0.0415
C1 -0.33 2.53 5.80  -1.0987
C2 -0.99 1.24 5.32  -1.2895
C3 -0.28 0.66 4.14  1.3602
C4 0.74 -0.27 4.15  1.0598
C5 1.41 -0.89 5.34  -1.2300
C6 0.86 -2.28 5.68  -1.1998
C7 1.10 -0.49 2.79  -0.4439
N1 0.31 0.25 1.95  -0.2855
C8 -0.49 1.00 2.77  -0.3296
C9 -1.27 2.07 2.35  -0.3735
C10 -1.38 2.53 1.06  0.4356
C11 -2.27 3.60 0.66  0.9185
C12 -3.07 4.46 1.58  -1.0845
C13 -2.23 5.53 2.28  -1.1101
C14 -2.26 3.62 -0.70  0.5944
C15 -1.35 2.57 -1.12  -0.2434
C16 -1.19 2.17 -2.43  -0.6849
C17 -0.41 1.08 -2.82  -0.0194
N2 0.32 0.29 -1.99  0.2361
C18 1.04 -0.54 -2.79  -0.0418
C19 2.06 -1.39 -2.38  -0.8607
C20 2.51 -1.53 -1.09  0.3104
N3 1.99 -0.88 0.00  -0.5680
C21 2.56 -1.48 1.08  0.3488
C22 2.17 -1.29 2.39  -0.3174
C23 3.55 -2.45 0.68  0.7572
C24 3.52 -2.48 -0.68  0.7215
C25 4.33 -3.32 -1.62  -1.1517
C26 5.37 -2.50 -2.38  -0.9036
C27 4.39 -3.27 1.61  -1.1633
C28 5.68 -2.56 2.00  -1.1900
C29 0.73 -0.31 -4.16  1.1031
C30 -0.18 0.73 -4.19  0.7178
C31 -0.81 1.34 -5.40  -1.1967
C32 -2.15 0.67 -5.74  -1.2133
C33 1.41 -0.98 -5.31  -1.3495
C34 2.78 -0.34 -5.54  -1.1035
N4 -0.77 1.98 -0.03  -0.5645
C35 -3.08 4.48 -1.61  -1.0579
C36 -2.45 5.86 -1.85  -1.0908
H1 -0.83 2.92 6.68  0.3876
H2 -0.37 3.29 5.01  0.1765
H3 0.72 2.35 6.03  0.2992
H4 -2.03 1.44 5.06  0.3944
H5 -0.99 0.51 6.14  0.4334
H6 1.28 -0.23 6.21  0.4037
H7 2.48 -0.97 5.16  0.3623
H8 -0.19 -2.20 5.98  0.3101
H9 1.42 -2.73 6.50  0.3984
H10 0.91 -2.93 4.81  0.2252
H11 -1.85 2.58 3.11  0.2905
H12 -3.55 3.82 2.34  0.3938
H13 -3.87 4.95 1.02  0.2929
H14 -1.44 5.06 2.87  0.1983
H15 -2.85 6.14 2.95  0.3970
H16 -1.76 6.18 1.55  0.2707
H17 -1.72 2.71 -3.19  0.0811
H18 2.54 -2.00 -3.13  0.3522
H19 2.72 -1.81 3.16  0.1165
H20 3.66 -3.82 -2.33  0.3602
H21 4.84 -4.11 -1.05  0.3003
H22 4.87 -1.73 -2.97  0.0800
H23 5.95 -3.13 -3.05  0.4012
H24 6.05 -2.01 -1.69  0.2792
H25 4.63 -4.23 1.13  0.4420
H26 3.81 -3.50 2.51  0.3746
H27 6.27 -2.34 1.12  0.2475
H28 6.28 -3.17 2.68  0.3958
H29 5.45 -1.62 2.50  0.2981
H30 -0.13 1.24 -6.25  0.4121
H31 -0.98 2.41 -5.24  0.4175
H32 -1.99 -0.40 -5.91  0.3039
H33 -2.60 1.10 -6.63  0.4013
H34 -2.83 0.77 -4.90  0.2782
H35 0.81 -0.88 -6.22  0.4492
H36 1.53 -2.04 -5.11  0.4315
H37 2.67 0.71 -5.77  0.3095
H38 3.32 -0.83 -6.35  0.3623
H39 3.38 -0.41 -4.63  0.2169
H40 -4.08 4.62 -1.17  0.3938
H41 -3.22 3.98 -2.57  0.4232
H42 -2.34 6.40 -0.91  0.2001
H43 -3.08 6.46 -2.52  0.4081
H44 -1.47 5.75 -2.30  0.2760
O1 -3.29 -0.11 2.16  -0.5201
P1 -2.97 -0.99 0.80  0.7166
O2 -4.28 -1.44 0.27  -0.8877
O3 -2.06 -0.18 -0.07  -0.2128
O4 -2.15 -2.20 1.51  -0.2029
P2 -1.02 -3.02 0.65  0.5710
O5 -0.07 -3.45 1.91  -0.7611
O6 -1.59 -4.23 0.03  -0.8488
O7 -0.24 -2.06 -0.20  -0.2313
H45 -4.16 -0.42 2.40  0.2591
H46 0.40 -2.65 2.14  0.4319


Below is a cluster of 2 separate species, C4H13N2O in total at a distorted geometry, with properties calculated with ωB97M-V/def2-TZVPD.

Its spin multiplicity is 1. The charge is +1. The HOMO energy is -12.223 eV. As for the energy above the lowest of the compared OMol25 structures with the same formula, charge and spin: 97.8 kcal/mol.

Each line ends with the Mulliken charge.
Element x y z (Å)
C1 -0.64 1.23 -0.19  -0.5493
C2 -0.08 0.83 -1.53  -0.4626
C3 1.41 0.35 -1.30  -0.6107
C4 2.39 -1.70 -0.42  -0.3689
N1 1.72 -0.64 -0.20  -0.3758
N2 -0.57 0.09 0.83  -0.3679
H1 -0.09 2.05 0.31  0.3519
H2 -1.70 1.43 -0.20  0.3309
H3 0.02 1.66 -2.21  0.3129
H4 -0.74 0.09 -2.00  0.2887
H5 1.87 1.31 -1.05  0.3317
H6 2.00 0.00 -2.16  0.4226
H7 3.44 -1.85 -0.67  0.3232
H8 1.91 -2.68 -0.47  0.2378
H9 -1.31 0.32 1.63  0.4452
H10 0.33 -0.43 1.07  0.3600
H11 -0.98 -0.73 0.41  0.3435
H12 -3.80 0.23 2.59  0.3193
H13 -3.22 -1.05 2.13  0.3038
O1 -3.04 -0.10 2.10  -0.6362